9
Properties=species:S:1:pos:R:3:forces:R:3:nbo_charge:R:1 method="wB97M-V/def2-TZVPD" e_lumo_ev=1.0 multiplicity=1 de_lowest_ev=0.453 charge=0 smiles=C[C@H](F)S homo_energy_ev=-9.32
C -1.032 -0.053 -0.235 1.05 1.64 2.26 -0.651
C 0.470 0.487 0.338 -2.84 -3.40 1.94 0.126
F 1.098 1.210 -0.575 0.30 1.38 -0.63 -0.340
S 1.538 -1.021 0.674 -0.30 0.74 -1.46 -0.102
H -1.638 -0.455 0.638 0.97 0.48 -0.87 0.219
H -0.947 -0.869 -0.951 0.25 0.38 -0.20 0.220
H -1.583 0.853 -0.592 0.48 -0.88 -0.10 0.215
H 0.374 0.931 1.399 0.03 0.07 -2.00 0.179
H 1.721 -1.083 -0.696 0.07 -0.41 1.07 0.134

=====

23
Properties=species:S:1:pos:R:3:forces:R:3:nbo_charge:R:1 method="wB97M-V/def2-TZVPD" e_lumo_ev=0.7 multiplicity=1 de_lowest_ev=1.335 charge=0 smiles=CN1CCCC1.O.O homo_energy_ev=-8.29
C 0.956 -1.965 0.766 0.21 0.44 0.34 -0.408
N 0.703 -0.554 1.027 -0.10 -0.01 -0.33 -0.435
C -0.466 -0.312 1.859 0.31 -0.30 1.27 -0.224
C -1.064 1.011 1.422 -0.13 0.78 -0.32 -0.417
C -0.636 1.159 -0.044 0.48 -0.08 -0.32 -0.406
C 0.544 0.194 -0.219 -0.22 -0.61 -1.01 -0.228
H 1.186 -2.475 1.695 -0.06 -0.15 0.24 0.197
H 1.852 -2.041 0.149 -0.16 -0.14 -0.18 0.207
H 0.090 -2.459 0.293 0.18 0.01 -0.10 0.164
H -1.159 -1.163 1.867 -0.33 0.07 -0.60 0.167
H -0.178 -0.258 2.920 0.15 0.07 -0.19 0.194
H -0.743 1.853 2.045 0.26 -0.24 -0.09 0.210
H -2.146 1.028 1.465 -0.26 -0.16 0.22 0.210
H -0.311 2.125 -0.424 -0.25 0.45 0.58 0.213
H -1.487 0.898 -0.668 0.10 -0.28 -0.17 0.175
H 0.347 -0.486 -1.068 -0.23 -0.10 0.24 0.173
H 1.468 0.666 -0.553 0.05 0.28 0.48 0.204
H -2.933 0.175 -1.782 -0.02 -0.02 0.27 0.469
H -3.785 -0.910 -1.045 0.24 0.29 -0.10 0.472
O -3.515 -0.577 -1.909 -0.26 -0.31 -0.21 -0.940
H 3.693 1.682 -1.348 0.13 -0.26 0.13 0.467
H 3.064 1.549 -2.697 0.14 -0.44 0.08 0.466
O 3.487 1.009 -2.009 -0.22 0.72 -0.23 -0.930

=====

31
Properties=species:S:1:pos:R:3:forces:R:3:nbo_charge:R:1 method="wB97M-V/def2-TZVPD" e_lumo_ev=0.8 multiplicity=1 de_lowest_ev=0.531 charge=0 smiles=Cc1ccc(O)cc1.Cc1ccccc1 homo_energy_ev=-8.48
C 0.714 1.255 -3.746 -0.31 0.12 -0.09 -0.623
C -1.245 2.989 -0.353 0.00 -0.20 0.63 0.295
C -0.215 3.683 -0.950 -0.33 -0.03 -0.90 -0.282
C -1.639 1.733 -0.818 -0.01 0.62 0.19 -0.256
C 0.299 3.173 -2.149 0.80 0.58 0.75 -0.188
C -0.948 1.165 -1.867 -0.17 0.21 -0.11 -0.181
C -0.010 1.910 -2.594 -0.02 -1.09 0.12 -0.056
O -1.921 3.461 0.745 -0.46 -0.05 0.20 -0.695
H 0.100 4.648 -0.572 -0.02 -0.03 -0.02 0.214
H -1.369 3.931 1.376 0.23 0.06 -0.33 0.483
H -2.503 1.292 -0.332 0.31 -0.34 0.04 0.228
H 1.077 3.747 -2.645 -0.11 -0.05 -0.12 0.208
H -1.131 0.126 -2.102 -0.16 0.02 -0.32 0.206
H 1.736 0.977 -3.479 -0.01 0.13 -0.08 0.216
H 0.719 1.917 -4.612 0.24 0.01 -0.01 0.218
H 0.195 0.346 -4.058 0.03 0.01 0.07 0.213
C 0.756 -2.439 4.058 -0.25 -0.59 0.19 -0.631
C 1.092 -1.628 0.389 -0.45 0.26 -0.10 -0.203
C 0.016 -2.314 -0.152 -0.01 0.06 -0.07 -0.223
C 1.414 -1.768 1.735 -0.22 0.12 -0.48 -0.217
C 0.605 -2.542 2.565 0.61 0.46 0.00 -0.002
C -0.672 -3.236 0.625 -0.45 0.75 0.29 -0.206
C -0.397 -3.309 1.984 0.32 -0.62 0.08 -0.220
H 1.545 -0.852 -0.218 0.38 -0.21 0.06 0.213
H -0.316 -2.063 -1.155 0.10 -0.29 0.02 0.207
H 2.272 -1.218 2.096 -0.13 0.07 0.37 0.209
H -1.569 -3.702 0.239 0.18 -0.38 -0.12 0.213
H 1.614 -1.843 4.360 0.14 -0.15 -0.08 0.216
H 0.790 -3.432 4.522 0.25 0.13 -0.01 0.216
H -0.889 -4.043 2.617 -0.36 0.26 -0.08 0.208
H -0.121 -1.963 4.494 -0.13 0.15 -0.08 0.221

=====

38
Properties=species:S:1:pos:R:3:forces:R:3:nbo_charge:R:1 method="wB97M-V/def2-TZVPD" e_lumo_ev=2.2 multiplicity=1 charge=-1 homo_energy_ev=-6.10
O -2.161 1.906 -1.680 0.09 -0.55 -0.44 -0.246
N -1.563 1.593 -2.637 -0.57 -0.33 1.46 0.402
O -1.605 2.666 -3.555 1.35 1.80 -1.43 -0.582
S 0.039 3.057 -3.852 4.49 -0.89 0.56 2.316
O 0.538 3.826 -2.679 -2.06 -1.06 -2.27 -0.912
O 0.732 1.743 -3.964 -2.07 2.41 -0.21 -0.922
N 0.038 3.941 -5.294 1.01 -0.54 0.98 -1.132
S 1.562 4.623 -5.498 1.85 0.11 4.16 2.385
O 1.606 6.009 -4.977 -0.68 -2.09 -2.44 -0.904
O 2.685 3.835 -4.922 -2.43 1.00 -2.15 -0.914
F 1.809 4.607 -7.129 -0.97 0.15 1.83 -0.490
C -2.405 0.788 2.129 -0.11 0.08 -0.02 -0.634
C -2.554 -0.689 1.811 0.46 0.11 -0.06 -0.059
O -1.577 -1.109 0.867 -0.13 -0.32 0.03 -0.748
H -2.501 1.387 1.222 -0.05 -0.07 0.00 0.231
H -3.163 1.110 2.847 0.05 0.02 0.01 0.203
H -1.418 0.996 2.545 -0.04 -0.02 0.08 0.189
H -3.535 -0.888 1.378 0.07 -0.09 -0.03 0.180
H -2.449 -1.292 2.723 -0.21 0.04 0.09 0.138
H -0.699 -0.943 1.249 0.00 0.09 -0.15 0.488
C 2.489 0.218 3.800 0.05 -0.08 0.01 -0.633
C 1.524 0.382 2.643 0.03 -0.03 0.29 -0.065
O 0.937 -0.876 2.296 -0.10 0.00 -0.20 -0.733
H 3.277 -0.492 3.543 0.00 0.07 -0.05 0.215
H 2.948 1.172 4.064 -0.02 -0.03 0.02 0.217
H 1.975 -0.178 4.680 -0.02 0.11 0.02 0.193
H 2.043 0.756 1.761 -0.13 -0.13 -0.07 0.198
H 0.728 1.087 2.899 0.11 0.12 -0.04 0.160
H 0.471 -1.205 3.072 0.09 -0.06 0.08 0.464
C 0.928 -4.131 0.141 0.08 -0.03 0.01 -0.636
C -0.471 -4.490 -0.325 0.02 0.36 0.19 -0.060
O -1.391 -4.448 0.760 -0.04 -0.30 0.11 -0.737
H 1.258 -4.819 0.922 -0.02 -0.05 -0.07 0.199
H 1.639 -4.170 -0.687 0.01 0.05 0.03 0.209
H 0.945 -3.126 0.569 0.01 0.03 -0.12 0.213
H -0.489 -5.502 -0.733 -0.12 0.00 0.09 0.164
H -0.809 -3.798 -1.102 0.11 -0.05 -0.10 0.168
H -1.380 -3.549 1.110 -0.10 0.16 -0.20 0.475

=====

Number 1: HOMO-LUMO gap 10.304 eV. Number 2: HOMO-LUMO gap 8.944 eV. Number 3: HOMO-LUMO gap 9.274 eV. Number 4: HOMO-LUMO gap 8.275 eV.